C43H31GaN12P2Se2 as an isolated structure, computed with ωB97M-V/def2-TZVPD.

Each line ends with the Mulliken charge.
Geometry (Å):
1 Ga 2.044 0.500 -1.631  0.952
2 N 3.903 3.448 -1.899  -0.052
3 C 4.595 2.256 -1.964  0.560
4 N 5.897 2.178 -2.093  -0.632
5 N 6.135 0.837 -2.126  -0.732
6 N 5.043 0.174 -2.023  -0.097
7 N 4.012 1.059 -1.912  0.347
8 C 2.550 3.529 -2.088  0.697
9 N 1.918 4.672 -2.271  -0.724
10 N 0.617 4.316 -2.369  -0.746
11 N 0.479 3.046 -2.255  -0.188
12 N 1.710 2.489 -2.069  0.573
13 H 4.431 4.289 -2.048  0.271
14 Se -4.655 -1.894 -1.159  -0.412
15 P -3.971 0.079 -0.851  0.345
16 C -4.688 1.311 -1.984  0.391
17 C -4.263 2.634 -1.892  -0.144
18 C -4.828 3.602 -2.706  -0.609
19 C -5.823 3.251 -3.612  -0.448
20 C -6.243 1.933 -3.705  -0.565
21 C -5.674 0.959 -2.890  -0.528
22 C -4.598 0.694 0.747  0.075
23 C -3.811 1.207 1.758  1.024
24 C -4.376 1.655 2.948  -0.609
25 C -5.746 1.595 3.124  -0.608
26 C -6.550 1.084 2.109  -0.704
27 C -5.982 0.633 0.931  -0.864
28 C -2.202 0.325 -1.135  0.765
29 C -0.937 0.541 -0.575  -0.811
30 N -0.072 0.470 -1.601  1.215
31 N -0.724 0.245 -2.722  -1.143
32 N -2.004 0.159 -2.469  -0.293
33 P -0.210 0.797 1.043  0.888
34 Se 1.926 0.869 1.044  -0.407
35 C -0.863 -0.600 2.002  1.116
36 C -1.022 -1.789 1.288  -0.404
37 C -1.516 -2.919 1.924  -0.902
38 C -1.849 -2.874 3.269  -0.667
39 C -1.661 -1.703 3.990  -0.745
40 C -1.162 -0.573 3.363  -0.273
41 C -0.809 2.431 1.585  0.426
42 C -0.857 2.857 2.911  -0.389
43 C -1.174 4.175 3.208  -0.722
44 C -1.420 5.081 2.186  -0.628
45 C -1.350 4.666 0.864  -0.800
46 C -1.050 3.346 0.562  -0.137
47 H -3.473 2.901 -1.196  0.159
48 H -4.484 4.627 -2.644  0.429
49 H -6.261 4.006 -4.253  0.360
50 H -7.008 1.656 -4.420  0.369
51 H -5.975 -0.080 -2.957  0.328
52 H -2.749 1.267 1.623  -0.367
53 H -3.738 2.051 3.728  0.435
54 H -6.192 1.945 4.048  0.367
55 H -7.624 1.033 2.244  0.371
56 H -6.601 0.213 0.148  0.402
57 H -0.746 -1.847 0.240  0.733
58 H -1.638 -3.832 1.357  0.487
59 H -2.240 -3.756 3.761  0.388
60 H -1.901 -1.670 5.045  0.430
61 H -1.012 0.321 3.945  0.071
62 H -0.628 2.178 3.716  0.409
63 H -1.215 4.497 4.242  0.445
64 H -1.645 6.114 2.421  0.380
65 H -1.510 5.367 0.055  0.516
66 H -0.979 3.039 -0.476  0.236
67 C 2.156 -1.416 -1.726  -0.010
68 C 2.965 -2.245 -1.280  -0.386
69 C 3.843 -3.195 -0.756  -0.812
70 C 4.782 -3.861 -1.635  0.568
71 C 5.011 -3.394 -2.952  -0.461
72 C 5.874 -4.043 -3.815  -0.634
73 C 6.561 -5.194 -3.429  -0.469
74 C 6.340 -5.682 -2.145  -0.636
75 C 5.473 -5.041 -1.272  -0.422
76 C 3.817 -3.405 0.697  0.015
77 C 2.618 -3.301 1.423  -0.227
78 C 2.578 -3.427 2.804  -0.272
79 C 3.737 -3.679 3.530  -0.625
80 C 4.939 -3.788 2.835  -0.581
81 C 4.981 -3.652 1.456  -0.339
82 H 4.508 -2.487 -3.261  0.227
83 H 6.031 -3.636 -4.810  0.330
84 H 7.241 -5.696 -4.107  0.342
85 H 6.848 -6.585 -1.819  0.331
86 H 5.305 -5.467 -0.291  0.502
87 H 1.709 -3.100 0.869  0.335
88 H 1.628 -3.332 3.319  0.344
89 H 3.709 -3.772 4.610  0.362
90 H 5.862 -3.962 3.380  0.336
91 H 5.932 -3.704 0.941  0.576

Total charge   -2
Frontier orbital gap   3.97 eV
Electronic energy   -264622.563 eV

***

A 2-piece molecular cluster, C16H28ClF5N4O8S2 overall in a non-equilibrium geometry, computed with ωB97M-V/def2-TZVPD.

Each line ends with the Mulliken charge.
Geometry (Å):
1 C 2.497 2.376 2.611  -1.241
2 C 1.390 1.522 2.307  -0.446
3 C 1.252 0.443 1.122  1.047
4 C 2.636 -0.032 0.488  -0.354
5 C 3.789 -0.368 1.579  -0.744
6 N 4.289 -1.777 1.465  -0.617
7 C 0.803 -0.885 1.989  -0.923
8 N 1.118 -0.727 3.457  -0.404
9 S -0.888 -1.512 1.729  1.748
10 O -1.835 -1.322 2.894  -0.806
11 O -0.857 -3.005 1.478  -0.677
12 O -1.582 -0.797 0.414  -0.531
13 C -0.624 -0.405 -0.625  -0.866
14 O 0.227 -1.532 -0.911  -0.211
15 N 0.967 -1.402 -2.047  0.331
16 O 1.296 -2.460 -2.453  -0.410
17 S -1.725 -0.233 -2.080  1.426
18 O -2.975 0.599 -1.886  -0.709
19 O -1.138 0.179 -3.390  -0.617
20 C -2.445 -1.945 -2.500  0.487
21 F -1.775 -2.485 -3.632  -0.260
22 F -2.317 -2.887 -1.481  -0.195
23 C -3.993 -1.875 -2.903  0.495
24 F -4.326 -3.175 -3.367  -0.246
25 F -4.270 -1.018 -3.965  -0.196
26 F -4.842 -1.669 -1.796  -0.201
27 C 0.134 0.899 0.000  1.900
28 C -1.059 1.725 0.749  -2.169
29 N -0.797 3.174 0.963  0.072
30 C -2.103 3.895 0.740  -0.938
31 C 0.781 1.858 -1.120  -0.103
32 Cl 2.013 3.086 -0.542  -0.169
33 C -0.233 2.717 -2.013  -0.328
34 C -0.073 4.308 -1.977  -1.377
35 H 2.453 3.457 2.259  0.242
36 H 3.397 1.977 3.198  0.234
37 H 0.463 1.698 2.969  0.435
38 H 2.546 -1.050 -0.047  0.023
39 H 3.118 0.655 -0.264  0.423
40 H 3.496 -0.134 2.645  0.336
41 H 4.690 0.312 1.341  0.223
42 H 5.054 -1.854 2.164  0.278
43 H 4.791 -1.828 0.563  0.284
44 H 1.469 -1.781 1.697  0.325
45 H 1.983 -1.267 3.652  0.318
46 H 0.405 -1.192 4.036  0.359
47 H -2.051 1.672 0.203  0.861
48 H -1.268 1.300 1.801  0.392
49 H -0.575 3.373 1.953  0.375
50 H -2.896 3.352 1.364  0.397
51 H -2.404 3.827 -0.367  0.270
52 H -2.041 4.971 1.092  0.303
53 H 1.353 1.159 -1.833  0.810
54 H -0.049 2.423 -3.110  0.327
55 H -1.341 2.511 -1.832  -0.018
56 H 0.848 4.693 -2.544  0.377
57 H -0.194 4.778 -0.951  0.252
58 H -0.962 4.713 -2.595  0.376
59 C -0.783 -5.417 -0.774  -0.137
60 O -0.966 -6.181 0.408  -0.548
61 H 0.016 -5.867 -1.364  0.312
62 H -1.706 -5.416 -1.359  0.210
63 H -0.505 -4.394 -0.511  -0.107
64 H -1.676 -5.762 0.910  0.303

Total charge   0
Frontier orbital gap   6.72 eV
Electronic energy   -87151.830 eV

***

C31H32ClN5O5S3Tc as an isolated structure, computed with ωB97M-V/def2-TZVPD.

Each line ends with the Mulliken spin population.
Geometry (Å):
1 Tc 0.686 0.060 0.053  1.144
2 N -2.539 2.691 1.240  -0.006
3 C -1.712 1.665 0.965  0.017
4 S -0.002 1.945 1.199  -0.089
5 N -2.257 0.529 0.612  -0.007
6 N -1.324 -0.431 0.401  -0.115
7 C -1.709 -1.624 0.078  0.020
8 C -3.120 -1.986 -0.178  0.009
9 C -3.801 -2.898 0.621  0.011
10 C -5.115 -3.229 0.327  -0.002
11 C -5.746 -2.656 -0.767  0.004
12 C -5.069 -1.741 -1.562  -0.001
13 C -3.760 -1.398 -1.266  0.014
14 C -0.620 -2.601 -0.063  0.057
15 C -0.842 -3.967 -0.192  0.009
16 C 0.244 -4.826 -0.188  0.020
17 C 1.521 -4.305 -0.068  0.001
18 C 1.683 -2.932 0.003  0.044
19 N 0.642 -2.094 -0.012  -0.161
20 H -2.168 3.616 1.355  0.000
21 H -3.514 2.583 1.013  0.000
22 H -3.313 -3.331 1.486  0.001
23 H -5.647 -3.931 0.955  0.000
24 H -6.770 -2.917 -0.998  0.000
25 H -5.564 -1.286 -2.409  0.000
26 H -3.224 -0.673 -1.867  0.001
27 H -1.851 -4.339 -0.275  0.002
28 H 0.089 -5.894 -0.272  0.000
29 H 2.396 -4.939 -0.049  0.000
30 H 2.657 -2.467 0.031  0.016
31 C 4.356 0.505 -7.264  0.000
32 C 4.181 0.524 -5.773  0.000
33 C 5.259 0.785 -4.931  -0.001
34 C 5.115 0.771 -3.552  0.000
35 C 3.874 0.488 -3.006  -0.012
36 C 2.784 0.236 -3.828  0.002
37 C 2.936 0.262 -5.203  0.001
38 S 3.731 0.307 -1.246  -0.010
39 O 3.681 -1.110 -0.966  0.003
40 O 4.788 1.073 -0.645  0.013
41 N 2.265 0.906 -0.879  -0.031
42 C 1.836 2.095 -1.605  0.026
43 C 0.451 1.826 -2.215  -0.019
44 O -0.028 2.502 -3.089  0.015
45 O -0.156 0.813 -1.633  0.055
46 H 5.159 1.170 -7.579  0.000
47 H 3.440 0.806 -7.771  0.000
48 H 4.607 -0.501 -7.607  0.000
49 H 6.225 1.015 -5.362  0.000
50 H 5.949 0.990 -2.900  -0.001
51 H 1.791 0.069 -3.418  0.004
52 H 2.065 0.093 -5.824  0.000
53 H 2.546 2.418 -2.365  0.003
54 H 1.714 2.921 -0.893  -0.008
55 C 1.280 -2.957 -3.306  0.001
56 S -0.238 -1.973 -3.406  0.009
57 C -1.332 -3.335 -3.872  -0.001
58 O -0.100 -1.127 -4.616  0.001
59 H 1.598 -3.148 -4.331  0.000
60 H 1.094 -3.890 -2.777  0.000
61 H 2.044 -2.385 -2.781  -0.002
62 H -1.270 -4.139 -3.140  0.000
63 H -1.036 -3.683 -4.861  0.000
64 H -2.347 -2.945 -3.904  0.000
65 Cl 2.788 1.647 4.139  0.001
66 C 1.591 0.383 4.220  0.012
67 C 0.981 0.181 5.449  0.000
68 C 0.018 -0.801 5.587  0.006
69 C -0.325 -1.571 4.485  -0.004
70 C 0.292 -1.348 3.267  0.010
71 C 1.274 -0.370 3.084  -0.018
72 C 1.952 -0.149 1.765  -0.010
73 H 1.270 0.799 6.288  0.000
74 H -0.458 -0.961 6.545  0.000
75 H -1.080 -2.342 4.572  0.000
76 H -0.001 -1.957 2.423  -0.017
77 H 2.665 -0.952 1.562  -0.006
78 H 2.541 0.763 1.807  -0.012

Multiplicity   2
Total charge   0
⟨S²⟩   1.14
Frontier orbital gap (alpha / beta)   6.72 / 6.48 eV
Electronic energy   -97580.829 eV

***

C40H41BF6FeO3 as an isolated structure in a non-equilibrium geometry, computed with ωB97M-V/def2-TZVPD.

Each line ends with the Mulliken spin population.
Geometry (Å):
1 C 4.510 0.255 -6.548  0.003
2 O 4.668 1.429 -5.731  0.036
3 C 4.666 1.320 -4.386  0.198
4 C 4.972 2.498 -3.649  -0.100
5 C 4.960 2.474 -2.278  0.160
6 C 4.622 1.281 -1.572  -0.080
7 C 4.630 1.278 -0.162  0.482
8 C 4.621 0.112 0.700  0.088
9 C 5.566 -0.285 1.760  0.056
10 C 4.948 -1.264 2.598  0.010
11 C 3.593 -1.519 2.078  0.000
12 C 3.451 -0.732 0.893  0.014
13 Fe 3.853 0.394 2.487  0.010
14 C 2.788 2.033 2.213  0.042
15 C 4.023 2.342 2.918  -0.003
16 C 4.072 1.528 4.112  0.005
17 C 2.875 0.713 4.163  -0.004
18 C 2.071 1.036 2.998  -0.020
19 C 4.344 0.115 -2.316  0.185
20 C 4.354 0.123 -3.693  -0.110
21 H 4.576 0.638 -7.562  0.000
22 H 5.310 -0.478 -6.372  0.000
23 H 3.533 -0.217 -6.381  0.001
24 H 5.168 3.425 -4.184  -0.005
25 H 5.242 3.353 -1.696  0.003
26 H 4.740 2.277 0.329  0.006
27 H 6.586 0.048 1.762  -0.003
28 H 5.429 -1.789 3.424  0.003
29 H 2.849 -2.211 2.484  0.002
30 H 2.719 -0.822 0.118  0.014
31 H 2.416 2.515 1.314  -0.007
32 H 4.728 3.128 2.662  0.001
33 H 4.819 1.587 4.896  0.000
34 H 2.575 0.041 4.959  0.000
35 H 1.072 0.663 2.821  0.015
36 H 4.136 -0.806 -1.771  0.022
37 H 4.072 -0.780 -4.236  -0.007
38 C -5.526 -0.041 -1.962  0.001
39 C -4.827 -0.818 -0.884  0.004
40 C -5.748 -0.935 0.346  0.003
41 C -4.162 -2.210 -1.288  -0.012
42 C -4.995 -3.443 -0.998  0.002
43 C -3.710 -2.261 -2.742  0.007
44 O -3.019 -2.301 -0.404  0.057
45 B -3.069 -1.058 0.235  0.377
46 C -2.711 -0.824 1.693  -0.243
47 C -2.842 0.461 2.242  0.397
48 C -2.664 0.632 3.603  0.256
49 C -2.832 1.991 4.227  0.010
50 F -3.828 1.992 5.172  0.006
51 F -1.683 2.395 4.861  0.009
52 F -3.148 2.953 3.309  0.001
53 C -2.357 -0.436 4.439  0.432
54 C -2.152 -1.681 3.860  0.121
55 C -1.805 -2.854 4.734  -0.006
56 F -1.025 -3.763 4.071  0.001
57 F -1.129 -2.476 5.860  0.003
58 F -2.936 -3.518 5.146  0.003
59 C -2.316 -1.893 2.503  0.477
60 C -0.061 -0.345 -0.871  0.538
61 C 0.358 -0.081 0.519  0.036
62 C -0.696 0.562 -1.706  -0.056
63 C -0.747 0.309 -3.115  0.199
64 C -1.142 1.302 -3.991  -0.103
65 C -1.610 2.531 -3.515  0.208
66 C -1.694 2.742 -2.139  -0.111
67 C -1.216 1.805 -1.237  0.168
68 O -3.701 -0.032 -0.457  0.033
69 H -6.389 -0.622 -2.305  0.000
70 H -5.884 0.898 -1.529  0.000
71 H -4.869 0.198 -2.803  -0.001
72 H -6.725 -1.336 0.058  0.000
73 H -5.318 -1.567 1.139  -0.016
74 H -5.866 0.071 0.773  0.000
75 H -5.905 -3.425 -1.604  0.000
76 H -4.417 -4.341 -1.247  0.000
77 H -5.257 -3.501 0.064  0.001
78 H -4.597 -2.286 -3.390  0.001
79 H -3.089 -1.404 -3.026  -0.004
80 H -3.148 -3.185 -2.934  0.000
81 H -3.100 1.308 1.624  0.037
82 H -2.308 -0.309 5.515  -0.001
83 H -2.157 -2.874 2.078  0.030
84 H -0.227 -1.396 -1.093  -0.035
85 H 0.273 -0.998 1.118  -0.020
86 H 1.415 0.233 0.514  0.138
87 H -0.146 0.721 1.058  0.001
88 H -0.469 -0.677 -3.477  -0.006
89 H -1.094 1.135 -5.069  -0.003
90 H -1.825 3.348 -4.202  0.013
91 H -2.162 3.649 -1.757  -0.002
92 H -1.300 1.949 -0.166  0.032

Multiplicity   5
Total charge   0
⟨S²⟩   6.09
Frontier orbital gap (alpha / beta)   6.36 / 4.46 eV
Electronic energy   -99651.670 eV

***

C16H21AuClN4O4S as an isolated structure in a non-equilibrium geometry, computed with ωB97M-V/def2-TZVPD.

Each line ends with the Mulliken spin population.
Geometry (Å):
1 Au 0.177 -0.470 -1.734  0.359
2 N 0.600 -4.366 -3.480  0.002
3 C 0.668 -3.212 -2.822  0.006
4 O -0.363 -2.603 -2.522  0.061
5 C 2.022 -2.669 -2.435  -0.066
6 C 2.032 -1.164 -2.602  0.548
7 H -0.308 -4.720 -3.741  -0.002
8 H 1.412 -4.910 -3.718  0.002
9 H 2.829 -3.133 -3.013  0.037
10 H 2.187 -2.926 -1.383  0.008
11 H 1.987 -0.856 -3.642  0.010
12 H 2.865 -0.697 -2.094  0.004
13 C -0.178 3.809 -5.683  0.000
14 C -0.493 4.323 -4.276  -0.001
15 C -0.955 3.212 -3.417  -0.001
16 N -0.224 2.389 -2.776  0.002
17 N -0.893 1.444 -2.108  0.002
18 C -2.206 1.528 -2.222  0.005
19 N -3.072 0.700 -1.649  -0.002
20 S -2.686 2.860 -3.240  0.003
21 H 0.221 4.617 -6.288  0.000
22 H -1.077 3.424 -6.161  0.000
23 H 0.564 3.017 -5.641  0.000
24 H -1.276 5.078 -4.332  0.000
25 H 0.399 4.768 -3.839  0.000
26 H -2.761 0.143 -0.847  0.003
27 H -4.054 0.903 -1.727  0.000
28 C -0.987 -1.854 3.792  -0.002
29 C -0.053 -1.124 4.706  0.108
30 C 0.119 -1.569 6.008  -0.038
31 C 1.092 -1.028 6.842  0.201
32 Cl 1.230 -1.570 8.458  0.062
33 C 1.975 -0.061 6.357  -0.023
34 C 1.803 0.415 5.082  0.066
35 C 0.757 -0.052 4.265  0.196
36 O 0.637 0.633 3.109  0.245
37 C -0.556 0.819 2.455  0.048
38 C -0.795 -0.051 1.111  0.025
39 O -1.961 -0.113 0.770  0.058
40 O 0.245 -0.458 0.593  0.054
41 H -1.204 -2.839 4.194  0.001
42 H -0.527 -1.974 2.812  0.005
43 H -1.937 -1.339 3.661  0.012
44 H -0.500 -2.369 6.383  -0.001
45 H 2.766 0.320 6.981  -0.002
46 H 2.433 1.200 4.694  -0.004
47 H -0.524 1.826 2.027  0.007
48 H -1.431 0.701 3.094  0.001

Multiplicity   3
Total charge   +1
⟨S²⟩   2.02
Frontier orbital gap (alpha / beta)   8.04 / 4.24 eV
Electronic energy   -58124.493 eV

***

One molecule with the formula C4H12N2O in a non-equilibrium geometry, computed with ωB97M-V/def2-TZVPD.

Each line ends with the Mulliken charge.
Geometry (Å):
1 N 2.588 -0.435 -0.295  -0.601
2 C 1.938 0.314 0.783  -0.327
3 C 0.911 1.356 0.295  -0.801
4 N -0.055 0.954 -0.773  -0.201
5 C -1.271 0.375 -0.446  -0.841
6 C -1.447 -1.100 -0.088  -0.114
7 O -2.801 -1.286 0.262  -0.526
8 H 2.965 0.080 -1.025  0.213
9 H 3.482 -0.796 0.117  0.239
10 H 2.579 0.961 1.447  0.292
11 H 1.373 -0.364 1.526  0.220
12 H 0.370 1.613 1.238  0.285
13 H 1.361 2.298 0.086  0.431
14 H 0.460 0.523 -1.453  0.256
15 H -1.775 1.076 0.293  0.298
16 H -1.995 0.492 -1.157  0.465
17 H -1.186 -1.843 -0.814  0.261
18 H -0.813 -1.339 0.794  0.151
19 H -2.928 -1.717 1.074  0.298

Total charge   0
Frontier orbital gap   9.49 eV
Electronic energy   -9368.475 eV

***

One molecule with the formula C8H14N2O5 in a non-equilibrium geometry, computed with ωB97M-V/def2-TZVPD.

Each line ends with the Mulliken charge.
Geometry (Å):
1 C 2.159 -1.251 0.071  0.208
2 C 1.097 -0.323 -0.524  0.255
3 C 2.713 -0.472 1.278  -0.858
4 C -0.733 1.021 -0.512  0.519
5 C -0.180 2.307 0.146  0.124
6 C -2.156 0.955 -0.143  -1.041
7 C -2.880 -0.278 -0.784  -0.677
8 C -2.537 -1.473 0.034  0.672
9 H 3.419 -0.895 -1.668  0.329
10 H 4.061 -1.940 -0.616  0.294
11 H 1.560 -2.180 0.521  0.123
12 H 2.859 -0.970 2.467  0.252
13 H 3.704 0.144 1.089  0.257
14 H 1.783 0.200 1.658  0.181
15 H -0.460 -0.659 0.849  0.382
16 H -0.543 1.102 -1.627  0.360
17 H -2.419 0.760 0.991  0.287
18 H -2.632 1.920 -0.407  0.484
19 H -3.920 -0.019 -0.837  0.397
20 H -2.669 -0.390 -1.822  0.351
21 H -1.950 -2.087 1.538  0.335
22 H 0.027 4.202 -0.321  0.361
23 N 3.093 -1.828 -1.063  -0.686
24 N -0.122 -0.099 0.008  -0.078
25 O 1.389 0.275 -1.581  -0.700
26 O 0.477 2.373 1.159  -0.536
27 O -2.652 -2.624 -0.417  -0.629
28 O -2.033 -1.191 1.218  -0.489
29 O -0.455 3.418 -0.704  -0.477

Total charge   0
Frontier orbital gap   10.06 eV
Electronic energy   -21738.732 eV